9
Properties=species:S:1:pos:R:3 method="wB97M-V/def2-TZVPD" charge=0 lumo_energy_ev=0.492 energy_ha=-689.326425 homo_lumo_gap_ha=0.3769
O 0.10 1.97 0.00
C -0.12 0.85 0.29
S -1.45 -0.20 -0.19
C -0.16 -1.38 0.07
C 0.93 -0.38 0.54
F 1.96 -0.28 -0.49
H 0.03 -2.19 -0.78
H -0.44 -1.92 1.24
H 1.22 -0.50 1.66

=====

19
Properties=species:S:1:pos:R:3 method="wB97M-V/def2-TZVPD" charge=0 lumo_energy_ev=0.836 energy_ha=-748.951896 homo_lumo_gap_ha=0.4108
C 1.12 -3.19 0.54
O 0.29 -2.06 0.39
Si 0.56 -0.48 0.19
O 0.97 -0.32 -1.40
C 1.06 0.96 -2.03
O -1.07 0.10 0.46
C -1.12 1.43 0.47
C -2.45 1.88 1.04
O -0.21 2.20 0.08
H 2.17 -3.06 0.32
H 0.82 -4.14 0.15
H 1.17 -3.47 1.71
H 1.36 0.34 1.19
H 0.07 1.51 -2.02
H 1.62 0.77 -2.98
H 1.71 1.67 -1.51
H -3.07 1.06 0.65
H -2.67 2.90 0.62
H -2.37 1.87 2.13

=====

36
Properties=species:S:1:pos:R:3 method="wB97M-V/def2-TZVPD" charge=+2 lumo_energy_ev=-9.845 energy_ha=-1083.253013 homo_lumo_gap_ha=0.2480
O 1.66 -2.09 2.05
C 0.60 -2.26 1.54
O -0.35 -2.93 2.35
C -1.56 -2.75 1.64
O -2.59 -2.96 2.20
C -1.24 -2.25 0.21
O -2.08 -2.11 -0.86
C -3.21 -1.38 -0.46
O -4.29 -1.80 -0.33
C -2.80 0.13 -0.26
C -3.16 0.92 0.92
C -2.69 2.34 0.98
C -1.89 2.89 -0.13
C -1.50 2.09 -1.32
C -1.99 0.69 -1.38
C 0.06 -1.91 0.13
C 0.71 -1.31 -1.12
C 1.91 -0.45 -0.66
C 1.79 0.51 0.51
C 2.91 1.34 1.02
C 4.21 1.23 0.37
C 4.33 0.33 -0.80
C 3.22 -0.50 -1.33
H -3.75 0.47 1.77
H -2.94 3.00 1.84
H -1.56 3.96 -0.08
H -0.89 2.47 -2.18
H -1.72 0.03 -2.24
H -0.02 -0.66 -1.68
H 1.00 -2.12 -1.85
H 0.80 0.57 1.03
H 2.77 1.99 1.91
H 5.07 1.83 0.77
H 5.33 0.26 -1.29
H 3.41 -1.15 -2.22
Be 0.44 1.59 -1.04

=====

54
Properties=species:S:1:pos:R:3 method="wB97M-V/def2-TZVPD" charge=-2 lumo_energy_ev=3.798 energy_ha=-4915.839090 homo_lumo_gap_ha=0.2366
Ir -0.12 -0.22 -0.22
O 0.59 0.52 6.10
C 0.40 0.39 4.75
C 0.62 -0.80 4.09
C 0.42 -0.82 2.73
N 0.01 0.22 1.99
C -0.27 1.37 2.64
C -0.04 1.47 4.02
C -0.91 2.67 2.10
O -0.13 3.59 1.84
O -1.05 1.39 0.07
C 0.68 -2.07 1.96
O 0.96 -3.12 2.53
O 0.60 -1.89 0.70
H 0.89 -0.32 6.44
H 0.94 -1.72 4.57
H -0.25 2.42 4.50
C -2.23 -4.12 2.88
C -2.60 -2.80 2.26
C -2.68 -2.67 0.87
C -3.00 -1.46 0.29
C -3.24 -0.36 1.10
C -3.15 -0.45 2.48
C -2.84 -1.68 3.05
S -3.75 1.17 0.33
O -2.16 2.65 2.21
O -4.66 0.78 -0.78
N -2.28 1.45 -0.51
C -2.21 2.15 -1.76
C -1.26 1.42 -2.71
O -1.25 1.77 -3.88
O -0.52 0.48 -2.23
H -2.75 -4.94 2.38
H -2.49 -4.14 3.94
H -1.15 -4.28 2.78
H -2.45 -3.52 0.24
H -3.07 -1.34 -0.78
H -3.30 0.44 3.08
H -2.76 -1.76 4.13
H -1.81 3.16 -1.61
H -3.19 2.21 -2.22
Br 6.40 -0.51 -4.20
C 4.82 -0.07 -3.23
C 4.74 1.16 -2.59
N 3.66 1.52 -1.91
C 2.64 0.66 -1.83
C 2.64 -0.60 -2.43
C 3.77 -0.96 -3.15
C 1.53 -1.65 -2.39
O 1.68 -2.62 -3.13
O 0.52 -1.55 -1.61
H 5.56 1.86 -2.64
H 1.78 1.00 -1.27
H 3.79 -1.92 -3.64

=====

10
Properties=species:S:1:pos:R:3 method="wB97M-V/def2-TZVPD" charge=0 lumo_energy_ev=0.158 energy_ha=-570.988714 homo_lumo_gap_ha=0.3432
C -1.43 0.33 -0.51
C 0.04 0.00 -0.51
O 0.56 -0.93 -1.06
P 1.06 0.81 0.81
O 2.45 0.02 0.73
H -1.50 1.44 -0.64
H -1.97 -0.12 0.45
H -1.98 -0.27 -1.38
H 0.20 -0.40 1.69
H 2.57 -0.88 0.44

=====

81
Properties=species:S:1:pos:R:3 method="wB97M-V/def2-TZVPD" charge=0 lumo_energy_ev=0.653 energy_ha=-1866.167220 homo_lumo_gap_ha=0.3328
C 1.19 4.97 1.56
C 1.82 4.08 0.49
C 3.34 4.14 0.52
S 1.21 4.74 -1.16
C 0.68 3.27 -2.02
C 1.59 2.30 -2.42
C 1.13 1.16 -3.05
C -0.22 0.99 -3.33
C -0.72 -0.30 -3.93
C -1.31 -1.21 -2.83
N -0.35 -1.52 -1.80
C 0.64 -2.53 -2.13
C 0.19 -3.92 -1.70
C -0.04 -4.05 -0.20
C 1.25 -3.86 0.61
C 1.12 -4.29 2.08
C 2.49 -4.24 2.75
C 2.40 -4.66 4.22
C 1.43 -3.76 4.97
C 0.06 -3.80 4.31
C 0.15 -3.39 2.85
C -0.06 -0.63 -0.81
O 1.09 -0.53 -0.35
N -1.06 0.16 -0.34
C -2.38 -0.29 0.06
C -3.44 0.75 -0.32
C -4.82 0.30 0.13
C -4.85 0.07 1.64
C -3.80 -0.96 2.03
C -2.41 -0.51 1.58
C -1.10 2.00 -2.99
C -0.67 3.13 -2.33
C 1.27 2.67 0.59
O 0.11 2.45 0.87
O 2.15 1.75 0.32
H 0.11 4.84 1.56
H 1.57 4.70 2.54
H 1.43 6.01 1.37
H 3.71 3.77 1.47
H 3.77 3.54 -0.27
H 3.67 5.17 0.39
H 2.64 2.43 -2.22
H 1.84 0.39 -3.33
H 0.10 -0.81 -4.44
H -1.50 -0.09 -4.66
H -2.17 -0.69 -2.40
H -1.66 -2.14 -3.28
H 1.57 -2.26 -1.62
H 0.83 -2.52 -3.21
H 0.94 -4.64 -2.02
H -0.74 -4.17 -2.22
H -0.45 -5.04 0.01
H -0.78 -3.31 0.11
H 1.55 -2.81 0.57
H 2.04 -4.46 0.15
H 0.75 -5.32 2.11
H 3.18 -4.90 2.22
H 2.88 -3.22 2.69
H 3.39 -4.61 4.68
H 2.06 -5.69 4.28
H 1.36 -4.07 6.01
H 1.81 -2.73 4.95
H -0.63 -3.14 4.84
H -0.34 -4.82 4.38
H -0.85 -3.46 2.40
H 0.49 -2.36 2.78
H -0.72 0.92 0.26
H -2.60 -1.25 -0.43
H -3.43 0.91 -1.40
H -3.17 1.69 0.15
H -5.56 1.06 -0.14
H -5.09 -0.62 -0.38
H -5.84 -0.27 1.95
H -4.64 1.01 2.15
H -4.04 -1.92 1.57
H -3.80 -1.11 3.11
H -1.66 -1.25 1.86
H -2.15 0.43 2.07
H -2.15 1.89 -3.23
H -1.36 3.90 -2.03
H 1.74 0.83 0.19